No. 1
122
Properties=species:S:1:pos:R:3:forces:R:3:lowdin_charge:R:1 method="wB97M-V/def2-TZVPD" largest_force_ev_per_a=1.460 relative_energy_ev=0.000 charge=+1 orbital_gap_ev=7.0 e_homo_ev=-11.2
C -0.9027 1.3242 1.9713 0.12 -0.02 -0.22 -0.045
C -0.7912 -0.1914 1.9344 0.24 0.51 0.18 -0.239
O -0.8912 -0.6335 0.5776 -0.33 -0.17 -0.15 -0.168
C -1.0682 -2.0166 0.4915 0.39 0.42 0.24 -0.188
N -1.3892 -2.3164 -0.9013 -0.11 -0.16 -0.12 -0.033
C -2.0277 -3.6554 -1.0514 -0.21 0.10 -0.15 -0.118
C -3.3695 -3.7645 -0.3179 0.46 0.21 0.40 -0.157
C -4.2414 -2.5082 -0.3608 -0.48 -0.21 0.07 -0.199
C -5.3108 -2.6410 -1.4507 0.27 -0.18 0.69 -0.225
S -6.1653 -1.1130 -1.7071 0.93 0.38 -1.06 0.587
O -6.3631 -0.9581 -3.1225 -0.26 -0.16 0.45 -0.281
O -5.5219 -0.0426 -0.9987 -0.27 -0.10 0.11 -0.279
O -7.5286 -1.4255 -0.9659 -0.18 0.08 -0.02 -0.141
C -0.2716 -2.1583 -1.7117 -0.16 -0.20 0.20 -0.284
N -0.2552 -1.1913 -2.5719 -0.10 -0.48 0.31 0.129
P -1.4654 0.0665 -2.9147 -0.35 1.28 -0.16 0.178
O -1.1662 0.1653 -4.4779 0.08 -0.27 0.23 -0.150
O -2.8862 -0.5961 -2.7770 0.31 -0.19 0.03 -0.138
S -1.1690 1.6683 -1.9790 -0.02 -0.36 0.10 0.526
N 0.8172 -3.0720 -1.6039 0.20 0.81 -0.77 -0.037
C 0.8792 -4.0103 -2.7662 0.07 -0.35 0.03 -0.342
C 0.9769 -5.4697 -2.3884 0.13 0.16 -0.27 -0.030
F -0.2692 -3.7910 -3.5247 -0.10 -0.06 0.03 0.000
C 2.1474 -2.4956 -1.3081 -0.12 -0.09 0.90 -0.670
Br 3.0637 -3.8851 -0.2768 -0.07 -0.30 -0.21 0.753
C 2.0872 -1.1162 -0.5833 0.81 -0.10 -0.24 -0.698
C 2.2784 0.0404 -1.5836 -0.19 -0.21 -0.24 -0.126
Br 3.5293 -0.9766 0.7287 -0.05 0.41 0.25 0.728
H -1.9187 1.6489 2.1768 -0.06 0.05 -0.03 0.081
H -0.2367 1.7330 2.7270 -0.06 0.04 0.12 0.080
H -0.6057 1.7457 1.0095 0.04 -0.04 0.04 0.047
H 0.1742 -0.5092 2.3378 -0.02 -0.17 0.08 0.118
H -1.5824 -0.6326 2.5409 0.03 -0.27 -0.03 0.113
H -1.8861 -2.3533 1.1253 -0.16 -0.06 -0.08 0.138
H -0.1484 -2.5308 0.8151 -0.01 -0.21 0.03 0.149
H -1.3532 -4.4330 -0.6862 0.05 -0.13 -0.09 0.123
H -2.2020 -3.8078 -2.1146 0.10 -0.03 -0.07 0.118
H -3.8817 -4.6168 -0.7603 -0.09 -0.02 -0.02 0.100
H -3.1904 -4.0362 0.7227 0.04 0.00 0.02 0.115
H -4.7508 -2.4097 0.5988 -0.06 0.01 -0.03 0.126
H -3.6841 -1.5862 -0.4942 0.22 -0.06 -0.09 0.088
H -4.9008 -2.9962 -2.3921 -0.03 0.22 -0.19 0.093
H -6.0449 -3.3647 -1.1120 -0.19 -0.15 -0.09 0.085
H -7.7902 -0.5946 -0.5422 -0.23 0.04 0.15 0.105
H 0.5746 -1.1177 -3.1524 0.05 0.07 -0.08 0.139
H -1.6970 -0.4102 -5.0390 0.00 -0.02 -0.30 0.095
H -3.1325 -1.2511 -3.4410 -0.20 -0.14 -0.02 0.103
H 1.7154 -3.7371 -3.4156 0.02 0.16 0.04 0.153
H 0.4975 -5.6784 -1.4386 -0.11 -0.08 0.01 0.077
H 0.5398 -6.0463 -3.2018 -0.15 -0.07 0.05 0.095
H 2.0253 -5.7518 -2.3368 -0.01 -0.02 0.19 0.065
H 2.7714 -2.3767 -2.1913 -0.08 -0.13 -0.17 0.090
H 1.1881 -0.9950 0.0096 -0.12 -0.05 -0.04 0.049
H 3.1171 0.6709 -1.3109 -0.09 0.13 0.07 0.063
H 1.3777 0.6440 -1.6711 0.04 0.15 0.15 0.022
H 2.5184 -0.3412 -2.5806 0.05 -0.02 -0.03 0.081
C -1.2076 5.9917 -1.5852 0.10 -0.19 -0.05 -0.146
O -0.8616 5.2483 -2.7579 -0.03 0.13 0.08 -0.140
H -1.2421 7.0397 -1.8710 0.00 0.01 -0.02 0.079
H -2.1775 5.6871 -1.1897 0.01 0.06 -0.03 0.050
H -0.4467 5.8671 -0.8083 0.00 0.07 0.01 0.076
H -0.8437 4.3189 -2.5193 -0.04 -0.03 -0.05 -0.016
C 6.3821 0.3429 2.8547 -0.11 0.05 0.02 -0.129
O 5.8447 1.6434 3.0898 -0.15 0.00 0.02 -0.144
H 7.4279 0.3641 3.1448 0.03 0.04 -0.02 0.090
H 5.8582 -0.4083 3.4505 0.04 -0.02 0.01 0.084
H 6.3125 0.0885 1.7943 0.08 -0.05 0.00 0.042
H 4.9219 1.6285 2.8224 -0.05 0.00 -0.07 0.079
C -4.9496 3.8156 -1.4235 -0.04 0.30 0.09 -0.132
O -4.1834 4.6832 -0.5865 0.05 -0.21 -0.04 -0.136
H -4.2526 3.1642 -1.9450 0.04 -0.01 0.01 0.063
H -5.6282 3.2016 -0.8292 -0.03 -0.10 -0.05 0.073
H -5.5209 4.3932 -2.1544 -0.04 -0.13 -0.06 0.067
H -4.7950 5.2616 -0.1266 -0.03 0.09 0.04 0.076
C 8.9652 3.9668 3.1584 -0.27 -0.17 -0.02 -0.141
O 8.0546 3.2350 2.3423 0.15 0.14 0.06 -0.137
H 9.8674 4.1422 2.5792 0.01 0.01 -0.02 0.082
H 8.5442 4.9302 3.4525 0.10 0.02 0.02 0.051
H 9.2248 3.3994 4.0572 0.08 0.07 0.02 0.080
H 7.2491 3.0766 2.8486 0.03 -0.15 -0.15 0.030
C -7.5361 -5.5754 0.0548 -0.07 0.24 0.18 -0.151
O -6.9960 -4.7274 1.0685 0.13 -0.08 -0.26 -0.128
H -6.7265 -6.1917 -0.3299 0.05 0.01 0.04 0.072
H -8.3136 -6.2239 0.4621 0.00 -0.06 -0.08 0.082
H -7.9551 -4.9790 -0.7621 -0.03 -0.11 -0.06 0.075
H -7.7158 -4.1887 1.4050 -0.02 0.05 0.10 0.077
C -1.2346 -1.2816 5.9269 0.04 -0.09 -0.08 -0.142
O -0.8091 -1.9599 4.7435 -0.09 0.09 0.01 -0.140
H -1.1903 -0.2158 5.7186 0.01 0.02 -0.01 0.077
H -2.2604 -1.5469 6.1922 0.00 0.03 0.01 0.078
H -0.5766 -1.5017 6.7694 0.00 0.03 0.01 0.079
H -0.8404 -2.9025 4.9196 0.04 -0.09 0.02 0.072
C -5.6933 5.5195 -5.0985 -0.19 -0.24 -0.02 -0.158
O -6.8672 4.9832 -4.4894 0.17 0.15 0.07 -0.134
H -5.4894 6.4810 -4.6364 -0.03 0.01 0.04 0.079
H -4.8356 4.8600 -4.9403 0.07 0.08 -0.03 0.072
H -5.8479 5.6657 -6.1703 0.10 0.06 0.00 0.076
H -7.0449 4.1352 -4.9005 -0.09 -0.08 -0.02 0.070
C -4.0718 -6.8217 -3.1877 -0.09 0.10 0.01 -0.126
O -4.5977 -5.5364 -2.8459 0.11 -0.06 -0.02 -0.149
H -3.0250 -6.8273 -2.8932 0.02 0.01 0.01 0.073
H -4.5908 -7.6188 -2.6526 0.02 -0.02 0.00 0.082
H -4.1358 -7.0043 -4.2616 0.02 -0.02 0.00 0.082
H -5.5241 -5.5170 -3.0998 -0.07 0.01 -0.03 0.081
C 8.6387 7.5966 4.2168 0.16 0.10 -0.21 -0.177
O 10.0025 7.4898 3.8279 -0.09 -0.11 0.16 -0.123
H 8.5071 6.9917 5.1105 0.02 -0.01 0.02 0.076
H 8.3702 8.6312 4.4451 -0.06 -0.02 0.05 0.077
H 7.9773 7.2202 3.4308 -0.09 0.01 0.06 0.069
H 10.1322 8.0213 3.0402 0.04 0.05 -0.07 0.074
C 7.9677 -0.1958 -0.6910 -0.13 -0.07 -0.03 -0.154
O 7.0082 -0.9471 -1.4343 0.09 0.06 -0.08 -0.133
H 8.8161 -0.0286 -1.3483 0.01 0.00 -0.02 0.081
H 7.5718 0.7737 -0.3789 0.03 0.01 0.01 0.076
H 8.3113 -0.7460 0.1887 0.03 0.02 0.00 0.076
H 6.2464 -1.1083 -0.8751 -0.09 -0.01 0.14 0.020
C 5.4077 3.8517 6.1424 -0.03 -0.08 -0.11 -0.155
O 4.4448 3.0841 5.4305 -0.08 0.16 0.09 -0.128
H 5.0590 3.9363 7.1682 -0.01 0.00 0.02 0.078
H 6.3862 3.3626 6.1431 0.01 0.02 0.03 0.076
H 5.5110 4.8568 5.7239 0.01 0.01 0.03 0.075
H 4.7562 3.0011 4.5263 0.15 -0.12 0.04 0.033

---

No. 2
8
Properties=species:S:1:pos:R:3:forces:R:3:lowdin_charge:R:1 method="wB97M-V/def2-TZVPD" largest_force_ev_per_a=3.098 relative_energy_ev=0.938 orbital_gap_ev=9.8 e_homo_ev=-10.3
C -0.4553 0.2776 0.0986 -2.69 0.90 1.25 -0.666
C 0.7431 -0.4980 -0.1271 0.49 1.15 0.80 -0.112
N -0.5695 1.6523 -0.2109 -0.32 0.44 -0.94 0.093
N -0.5360 1.4540 0.9984 -0.34 -1.65 -0.19 0.149
Br -2.3297 -0.9946 -0.2936 2.37 1.79 0.65 0.325
H 1.5992 0.1581 -0.1470 0.20 0.64 -0.74 0.091
H 0.5350 -0.9710 -1.0204 0.52 -1.60 -1.81 0.048
H 1.0131 -1.0784 0.7020 -0.23 -1.66 0.97 0.072

---

No. 3
14
Properties=species:S:1:pos:R:3:forces:R:3:lowdin_charge:R:1 method="wB97M-V/def2-TZVPD" largest_force_ev_per_a=4.323 relative_energy_ev=0.000 charge=+1 orbital_gap_ev=9.7 e_homo_ev=-13.4
C 0.3038 -0.3303 -1.5235 1.52 0.86 -0.78 -0.040
N 1.4183 -0.2002 -1.9210 -2.48 0.71 1.12 0.070
N -0.8622 -0.1761 -1.0452 0.66 -0.34 1.20 0.164
N -1.0673 0.5967 2.8445 -0.43 0.44 1.33 -0.038
N -1.5030 0.2420 1.6285 -1.99 -0.41 1.58 -0.361
N 2.5180 -0.7081 -2.2754 3.07 -2.90 -0.93 0.089
Cl -2.3698 1.7032 0.5739 -0.29 0.05 0.64 0.333
H -1.6673 0.0042 -1.5811 -0.91 0.03 -1.28 0.103
H -1.0295 0.0147 -0.0323 0.69 -0.38 -0.21 0.007
H -0.3034 1.2549 2.8300 0.22 -0.15 -0.10 0.101
H -1.6631 0.7219 3.7337 0.59 -0.29 -2.39 0.165
H 3.3977 -0.2664 -2.5344 -1.10 1.32 0.24 0.147
H -2.3918 -0.3175 1.8156 1.38 0.76 -0.59 0.112
H 2.7094 -1.7108 -2.2103 -0.93 0.30 0.17 0.148

---

No. 4
103
Properties=species:S:1:pos:R:3:forces:R:3:lowdin_charge:R:1 method="wB97M-V/def2-TZVPD" largest_force_ev_per_a=0.568 relative_energy_ev=0.000 orbital_gap_ev=8.2 e_homo_ev=-7.8
Al -0.8759 0.1318 -0.1343 0.23 -0.04 0.23 0.181
C -1.4466 -5.7475 2.5766 -0.06 -0.03 0.02 -0.054
O -0.7940 -4.4981 2.7262 0.15 -0.03 0.04 -0.097
C -0.4916 -4.0805 3.9843 -0.05 0.04 0.07 -0.225
C -0.8502 -4.7627 5.1404 0.04 0.06 -0.04 -0.013
C -0.5003 -4.2468 6.3816 -0.02 -0.03 0.00 -0.077
C 0.1927 -3.0545 6.4812 0.04 0.03 0.00 -0.079
C 0.5338 -2.3624 5.3272 0.00 -0.03 -0.02 -0.003
C 0.1972 -2.8627 4.0811 -0.05 -0.11 -0.08 -0.150
N 0.6014 -2.1665 2.9033 0.14 0.09 0.09 0.182
C -0.2322 -1.4671 2.0889 -0.05 -0.06 -0.02 -0.323
N -1.5039 -1.8770 2.0152 -0.04 -0.06 0.03 0.195
C -2.6476 -1.1344 1.6199 -0.04 0.05 0.03 -0.162
C -2.5944 -0.0191 0.7914 -0.08 -0.08 -0.18 -0.101
C -3.8105 0.6156 0.5088 0.01 0.04 0.12 -0.092
C -5.0110 0.1475 1.0098 0.05 0.02 0.01 -0.083
C -5.0410 -0.9901 1.8125 0.00 -0.02 0.05 -0.023
C -3.8570 -1.6311 2.1217 -0.09 -0.07 0.06 -0.213
O -3.7640 -2.7678 2.8916 0.06 0.14 -0.01 -0.103
C -4.8770 -3.0979 3.7016 -0.03 0.01 -0.06 -0.072
N 0.2002 -0.4573 1.3594 0.06 0.16 0.08 0.114
C 1.4030 0.2232 1.7150 -0.03 0.02 0.10 -0.184
C 2.3991 0.3634 0.7551 0.02 0.00 0.04 -0.011
C 3.5408 1.1033 1.0032 0.00 0.02 0.03 -0.068
C 3.7057 1.7103 2.2389 0.05 0.00 -0.03 -0.075
C 2.7292 1.5768 3.2098 -0.05 -0.02 -0.02 0.001
C 1.5717 0.8505 2.9611 -0.08 0.05 0.01 -0.246
O 0.6911 0.7155 4.0049 0.08 -0.20 -0.07 -0.111
C -0.6717 1.1268 3.8446 -0.04 -0.07 -0.05 -0.072
H -1.5082 -5.9218 1.5067 -0.02 -0.01 0.00 0.101
H -2.4538 -5.7140 3.0002 0.02 -0.02 0.00 0.095
H -0.8717 -6.5477 3.0485 -0.01 0.01 -0.03 0.099
H -1.3918 -5.6942 5.0788 -0.01 -0.02 0.01 0.105
H -0.7782 -4.7895 7.2751 0.00 -0.01 0.01 0.107
H 0.4627 -2.6554 7.4484 0.00 0.01 0.02 0.105
H 1.0593 -1.4184 5.3756 0.01 0.07 0.00 0.115
H 1.5491 -1.8155 2.9053 -0.03 -0.01 0.02 0.156
H -1.7071 -2.7723 2.4365 0.00 0.04 -0.08 0.117
H -3.8143 1.4960 -0.1216 0.00 0.01 -0.06 0.101
H -5.9380 0.6510 0.7692 -0.02 0.01 0.00 0.102
H -5.9809 -1.3652 2.1887 -0.05 -0.01 0.01 0.104
H -4.5388 -3.8721 4.3859 0.00 0.00 0.02 0.088
H -5.7039 -3.4863 3.1025 -0.02 0.02 -0.01 0.094
H -5.2147 -2.2269 4.2680 -0.01 -0.03 0.02 0.100
H 2.2556 -0.1131 -0.2040 -0.01 -0.03 -0.03 0.102
H 4.2890 1.2132 0.2312 0.03 0.01 -0.04 0.105
H 4.5915 2.2954 2.4460 0.02 0.01 0.00 0.102
H 2.8292 2.0494 4.1772 0.00 0.01 0.03 0.122
H -0.8407 1.9999 4.4769 -0.01 -0.01 -0.03 0.093
H -1.3166 0.3086 4.1743 0.03 0.02 0.00 0.092
H -0.9052 1.3811 2.8134 0.01 -0.07 0.08 0.016
C 5.2358 4.5823 -0.3800 -0.01 0.01 -0.03 -0.043
C 4.0718 5.3371 -1.0385 -0.03 0.00 -0.01 -0.553
C 4.4694 5.6982 -2.4744 0.02 0.00 0.00 -0.057
C 3.8318 6.6402 -0.2707 0.02 -0.01 -0.02 -0.061
C 2.8387 4.4343 -1.0150 -0.01 0.03 0.09 -0.173
C 1.9220 4.4752 0.0254 0.05 0.02 -0.05 -0.082
C 0.8903 3.5600 0.0630 0.01 -0.07 -0.04 -0.546
Br -0.3506 3.6744 1.4943 0.03 0.08 -0.07 0.872
C 0.7214 2.5483 -0.8899 0.04 -0.04 0.29 -0.320
O -0.2060 1.6209 -0.6639 -0.12 -0.02 -0.55 -0.078
C 1.5720 2.5719 -2.0171 0.00 -0.06 0.02 -0.072
C 2.6155 3.4942 -2.0153 -0.01 0.03 -0.03 0.017
C 1.4030 1.6293 -3.2196 -0.01 0.07 0.01 -0.514
C -0.0460 1.6489 -3.7332 0.04 0.04 0.03 -0.032
C 1.8290 0.2056 -2.8526 -0.01 0.01 0.02 -0.040
C 2.2806 2.0721 -4.3953 0.00 -0.03 -0.09 -0.072
H 6.1546 5.1694 -0.4355 0.04 0.03 0.02 0.084
H 5.4078 3.6285 -0.8812 0.01 -0.02 -0.03 0.082
H 5.0198 4.3777 0.6693 -0.03 -0.02 0.04 0.077
H 5.2659 6.4437 -2.4582 0.02 0.00 0.00 0.082
H 3.6258 6.1112 -3.0283 -0.03 0.03 0.00 0.094
H 4.8466 4.8353 -3.0237 0.00 -0.01 -0.02 0.076
H 4.7031 7.2897 -0.3682 0.02 0.01 0.00 0.083
H 3.6780 6.4658 0.7933 -0.01 -0.02 0.05 0.075
H 2.9640 7.1744 -0.6583 -0.03 0.02 -0.02 0.094
H 1.9941 5.2026 0.8192 0.01 0.03 0.03 0.095
H 3.2934 3.4812 -2.8543 -0.01 0.02 0.05 0.086
H -0.7626 1.3216 -2.9884 -0.02 -0.03 0.10 0.061
H -0.1361 0.9864 -4.5968 0.01 -0.02 -0.01 0.086
H -0.3151 2.6580 -4.0511 -0.01 0.02 0.00 0.094
H 1.2287 -0.2047 -2.0476 -0.04 -0.03 0.02 0.025
H 2.8810 0.1906 -2.5577 0.03 0.00 0.00 0.090
H 1.7017 -0.4597 -3.7086 0.01 -0.02 -0.05 0.093
H 2.1068 3.1160 -4.6598 -0.02 0.01 -0.03 0.091
H 2.0357 1.4599 -5.2640 0.00 -0.03 -0.02 0.086
H 3.3451 1.9378 -4.1963 0.02 0.00 0.02 0.083
F -3.2106 -3.7790 -8.2055 0.02 0.02 0.03 0.137
C -3.8485 -4.1612 -7.0791 -0.03 -0.01 -0.02 -0.583
F -3.7832 -5.5057 -7.0454 0.02 0.00 0.03 0.132
F -5.1425 -3.8344 -7.2420 0.01 0.03 0.03 0.133
C -3.2483 -3.5357 -5.8527 0.01 -0.03 -0.03 -0.128
C -3.8010 -2.3853 -5.3083 -0.03 -0.02 -0.07 -0.006
C -3.2152 -1.7954 -4.2033 0.02 0.00 0.03 -0.010
C -2.0694 -2.3494 -3.6312 0.08 -0.01 -0.01 -0.236
C -1.5198 -3.5062 -4.1894 -0.01 -0.02 -0.03 -0.015
C -2.1064 -4.0961 -5.2933 -0.02 0.01 -0.02 -0.009
C -1.4627 -1.7363 -2.4888 0.15 -0.17 0.16 -0.069
C -0.9374 -1.2518 -1.5047 -0.30 0.29 -0.20 0.039
H -4.6906 -1.9539 -5.7454 -0.01 0.00 -0.01 0.121
H -3.6407 -0.9018 -3.7687 -0.01 0.02 0.00 0.120
H -0.6306 -3.9350 -3.7477 -0.01 0.01 0.00 0.119
H -1.6796 -4.9942 -5.7194 -0.01 0.00 -0.01 0.122